one) Here is a cluster of 2 separate species, C5H14N2O in total from OMol25. Energies are from ωB97M-V with the def2-TZVPD basis set.

CARTESIAN COORDINATES (ANGSTROEM)
1 O 3.1752 -0.6696 1.9834
2 N -2.2900 -2.1601 0.6735
3 N 2.0357 0.9937 -0.3873
4 C -0.3082 0.6569 -0.8958
5 C -1.4780 -0.3247 -0.8592
6 C -1.8539 -0.7760 0.5840
7 C -0.7188 2.1153 -0.9036
8 C 0.9178 0.1869 -0.7234
9 H 2.3412 -0.3398 1.6026
10 H -1.1949 -1.2143 -1.4107
11 H 2.8967 0.7626 -0.8602
12 H -0.9942 -0.6459 1.2324
13 H 0.1277 2.7503 -1.1564
14 H -1.3518 2.2622 -1.7813
15 H -1.2057 2.3844 0.0345
16 H -3.2856 -2.3054 0.7676
17 H -2.6808 -0.1572 0.9389
18 H -2.3700 0.0904 -1.3244
19 H 1.7733 1.9399 -0.1789
20 H 1.0770 -0.8839 -0.6393
21 H 3.4912 0.1073 2.4577
22 H -1.9440 -2.7258 -0.0884

As for the LUMO energy: 0.8611 eV. Its HOMO-LUMO gap is 9.019 eV. Its spin multiplicity is 1. The HOMO energy is -8.1583 eV.

---

two) Here is the molecule C5H14N2O from OMol25. Energies are from ωB97M-V with the def2-TZVPD basis set.

CARTESIAN COORDINATES (ANGSTROEM)
1 O 0.4768 -2.7545 -1.9849
2 N 0.4188 -0.4838 -0.0623
3 N -0.8116 2.1535 1.9473
4 C 0.2698 -1.4421 -2.3513
5 C -0.3441 -0.4857 -1.3639
6 C 0.8840 1.0317 0.2520
7 C -0.4273 -0.9933 0.9971
8 C 0.5654 1.6202 1.7067
9 H 0.1986 -0.8134 1.9889
10 H -0.3576 -3.2601 -1.9236
11 H 0.3852 1.7018 -0.4430
12 H -0.5243 -1.4083 -3.3077
13 H 2.0356 0.8902 0.3628
14 H -0.7484 -2.0675 0.8769
15 H 0.6600 0.8045 2.4604
16 H -0.1256 0.4800 -1.8181
17 H -1.4005 -0.6305 -1.2770
18 H 1.3562 2.4558 1.9801
19 H -1.0325 2.9798 1.4663
20 H 1.2597 -1.0476 -2.7258
21 H -1.1742 -0.3199 1.4852
22 H -1.5642 1.5891 1.7338

As for the LUMO energy: 0.8843 eV. Its HOMO-LUMO gap is 9.381 eV. Its spin multiplicity is 1. The HOMO energy is -8.4968 eV.

---

one) (0.0917 hartree below the next structure)

---

one) Here is a cluster of 2 separate species, C5H14N2O in total from OMol25. Energies are from ωB97M-V with the def2-TZVPD basis set.

CARTESIAN COORDINATES (ANGSTROEM)
1 O 0.8428 -0.8676 -1.3484
2 N 0.6641 0.5687 0.4668
3 N 1.2912 -0.3507 1.3515
4 C -2.1043 -0.9538 -0.6709
5 C 2.5023 0.8375 -1.2539
6 C -2.0445 0.0424 0.2145
7 C -2.1210 -0.1380 1.6922
8 C 1.0557 0.4498 -0.9494
9 H -2.2131 -1.1928 1.9595
10 H -2.9734 0.4068 2.0936
11 H -2.0894 1.0682 -0.1274
12 H 3.1909 0.1715 -0.7344
13 H -2.2212 -0.7643 -1.7268
14 H -1.2206 0.2641 2.1522
15 H 0.3798 1.1413 -1.4840
16 H 2.2825 -0.4885 1.1372
17 H 0.8521 1.5083 0.8053
18 H 2.6789 0.7367 -2.3213
19 H -0.1075 -1.0713 -1.1608
20 H 0.8475 -1.2523 1.1986
21 H 2.6918 1.8653 -0.9468
22 H -2.1846 -1.9815 -0.3471

As for the LUMO energy: 1.0226 eV. Its HOMO-LUMO gap is 9.865 eV. Its spin multiplicity is 1. The HOMO energy is -8.8420 eV.

---

two) Here is a cluster of 2 separate species, C5H14N2O in total from OMol25. Energies are from ωB97M-V with the def2-TZVPD basis set.

CARTESIAN COORDINATES (ANGSTROEM)
1 O 0.6091 -1.2751 -1.2257
2 N -0.4026 -1.2531 1.5197
3 N 0.3962 1.0470 -1.5117
4 C -1.0728 1.1935 1.3655
5 C 1.0263 2.2846 -2.1042
6 C -0.9630 -0.0687 2.2155
7 C -0.9664 -2.3879 1.7726
8 C 1.3113 -0.0723 -1.6450
9 H -2.0047 -0.3557 2.5137
10 H 2.2480 0.1462 -1.1196
11 H -0.0714 1.4725 1.0347
12 H 0.3634 -1.1516 -0.3020
13 H 1.5795 -0.2556 -2.6561
14 H -1.8561 -2.4697 2.4390
15 H -1.5634 1.9499 2.0244
16 H 1.2876 2.2266 -3.1736
17 H -0.5347 -3.2959 1.3669
18 H 1.9086 2.5632 -1.5041
19 H 0.3023 3.1054 -2.0069
20 H -1.6925 0.9822 0.4646
21 H -0.4143 0.2566 3.1482
22 H -0.3925 0.7739 -2.1056

As for the LUMO energy: 1.0794 eV. Its HOMO-LUMO gap is 10.164 eV. Its spin multiplicity is 1. The HOMO energy is -9.0848 eV.

---

three) Here is a cluster of 5 separate species, C5H14N2O in total from OMol25. Energies are from ωB97M-V with the def2-TZVPD basis set.

CARTESIAN COORDINATES (ANGSTROEM)
1 O 1.0320 0.6251 1.4812
2 N -0.6823 -1.7809 0.5911
3 N -0.9779 -0.8844 -1.4969
4 C -2.1416 -0.8399 -1.7063
5 C 2.3895 0.2734 -0.5198
6 C -1.8336 -1.8486 1.2179
7 C 1.7296 1.2888 0.4068
8 C 0.6988 2.1456 -0.3082
9 H -2.9145 -1.5100 0.2477
10 H -0.0640 1.5100 -0.7593
11 H -2.1314 -1.0950 1.9560
12 H -3.0500 -1.2206 -0.6116
13 H 1.6632 0.0737 1.9578
14 H 2.9239 0.7826 -1.3245
15 H 1.1739 2.7306 -1.0972
16 H 3.1127 -0.3395 0.0251
17 H -0.2158 -0.8869 0.7541
18 H 2.4990 1.9419 0.8419
19 H 0.2213 2.8296 0.3942
20 H -2.8325 -0.5656 -2.4857
21 H -2.2364 -2.8469 1.3927
22 H 1.6361 -0.3828 -0.9570

As for the LUMO energy: 0.7244 eV. Its HOMO-LUMO gap is 10.270 eV. Its spin multiplicity is 1. The HOMO energy is -9.5457 eV.

---

two) (0.0078 hartree below the next structure)

---

one) Here is a cluster of 2 separate species, C5H14N2O in total from OMol25. Energies are from ωB97M-V with the def2-TZVPD basis set.

CARTESIAN COORDINATES (ANGSTROEM)
1 O -2.3348 -0.0012 -0.2744
2 N 0.2698 2.0900 -0.2613
3 N 1.3787 -1.4139 -0.1029
4 C 0.2650 0.6956 -0.5912
5 C 1.0955 0.1352 1.7462
6 C -2.1521 -1.0464 0.5819
7 C 0.4808 0.4741 -2.0785
8 C 0.7603 -0.2410 0.3266
9 H 1.3088 -0.7529 2.3394
10 H -2.0642 -2.0220 0.0771
11 H 1.3155 -2.1852 0.5438
12 H 0.2747 0.6838 2.2070
13 H -0.6355 2.5207 -0.3912
14 H 1.5297 0.5796 -2.3660
15 H 0.1400 -0.5141 -2.3918
16 H 1.9809 0.7748 1.7701
17 H -1.1144 -0.9303 1.0562
18 H -1.2690 0.3882 -0.5001
19 H 1.1769 -1.6987 -1.0465
20 H -2.9429 -1.0892 1.3431
21 H -0.0981 1.2106 -2.6322
22 H 0.6346 2.3423 0.6449

As for the LUMO energy: 0.8106 eV. Its HOMO-LUMO gap is 8.605 eV. Its spin multiplicity is 1. The HOMO energy is -7.7947 eV.

---

two) Here is the molecule C5H14N2O from OMol25. Energies are from ωB97M-V with the def2-TZVPD basis set.

CARTESIAN COORDINATES (ANGSTROEM)
1 O 1.9672 -1.4255 -0.6430
2 N 1.2453 2.6460 1.1973
3 N -1.4230 -0.6056 -0.6391
4 C -0.4734 0.8424 0.8536
5 C -0.0579 -0.1412 -0.3049
6 C 0.8132 -1.3848 0.1255
7 C 0.5015 1.5251 1.8230
8 C -1.5481 -1.1390 -1.9744
9 H -1.1192 1.6477 0.3357
10 H 0.2070 -2.3988 -0.0030
11 H 1.2171 -1.2844 1.2134
12 H -0.7470 -0.6528 -2.7311
13 H 1.2818 0.9045 2.3206
14 H 0.5271 3.0587 0.5328
15 H -1.2191 0.3436 1.4311
16 H 0.4660 0.4502 -1.1465
17 H -1.6471 -1.3511 0.0041
18 H 1.9441 2.3604 0.4370
19 H -0.0628 1.8844 2.6948
20 H 2.0487 -2.2404 -1.1816
21 H -2.5319 -0.8253 -2.2569
22 H -1.3895 -2.2142 -2.0886

As for the LUMO energy: 0.7554 eV. Its HOMO-LUMO gap is 9.511 eV. Its spin multiplicity is 1. The HOMO energy is -8.7551 eV.

---

three) Here is the molecule C5H14N2O from OMol25. Energies are from ωB97M-V with the def2-TZVPD basis set.

CARTESIAN COORDINATES (ANGSTROEM)
1 O 2.2049 -1.3162 -0.8758
2 N -1.2765 -0.0153 1.6774
3 N 1.1107 -0.2060 1.5198
4 C 0.0502 0.2403 0.6943
5 C 1.1256 -0.5939 -1.4172
6 C -1.4866 -0.3710 -1.2923
7 C -0.2612 -0.6819 -0.4437
8 C 0.1390 1.7319 0.4078
9 H 1.4190 0.4333 -1.6506
10 H 1.8831 0.4551 1.5501
11 H -0.2783 -1.7250 -0.1165
12 H -0.5275 2.0661 -0.3893
13 H -1.7743 0.6811 -1.3025
14 H -0.1352 2.2946 1.3073
15 H 1.1527 2.0373 0.1302
16 H -1.3451 -0.6574 -2.3399
17 H 0.8534 -1.0773 -2.3577
18 H 0.7840 -0.3196 2.4768
19 H 2.1666 -1.2438 0.0973
20 H -1.2697 -0.9835 1.9974
21 H -2.3536 -0.9257 -0.9241
22 H -2.1811 0.1769 1.2511

As for the LUMO energy: 0.9497 eV. Its HOMO-LUMO gap is 9.845 eV. Its spin multiplicity is 1. The HOMO energy is -8.8948 eV.

---

three) (0.0316 hartree below the next structure)

---

one) Here is a cluster of 3 separate species, C5H14N2O in total from OMol25. Energies are from ωB97M-V with the def2-TZVPD basis set.

CARTESIAN COORDINATES (ANGSTROEM)
1 O -1.4907 1.2328 1.8788
2 N -0.3286 -1.0647 1.5628
3 N 0.2773 -0.5915 -2.5495
4 C -1.5316 -0.2096 -0.4760
5 C -0.1220 0.4807 -0.3344
6 C -0.3566 -0.9073 0.1587
7 C 1.5941 -1.2010 -2.8559
8 C 0.4514 0.5957 -1.8739
9 H 2.0844 -1.3114 -1.8824
10 H 0.1002 -1.7045 -0.4095
11 H 2.2190 -0.6766 -3.5737
12 H -1.9190 -0.8220 -1.2782
13 H -1.0150 -0.3569 1.9224
14 H -1.8944 1.6339 2.6283
15 H 1.5228 0.8103 -1.6957
16 H 0.0302 1.5098 -2.3037
17 H 0.9132 2.4279 5.7007
18 H -0.3820 -1.9812 1.9748
19 H 0.5229 2.8682 6.1120
20 H 1.3463 -2.2037 -3.2082
21 H -2.2979 0.2982 0.1039
22 H 0.2760 1.1729 0.3988

As for the LUMO energy: -3.5388 eV. Its HOMO-LUMO gap is 3.934 eV. Its spin multiplicity is 1. The HOMO energy is -7.4726 eV.

---

two) Here is a cluster of 2 separate species, C5H14N2O in total from OMol25. Energies are from ωB97M-V with the def2-TZVPD basis set.

CARTESIAN COORDINATES (ANGSTROEM)
1 O -0.1289 -2.5812 -0.6014
2 N -0.0725 0.2029 -2.4279
3 N 1.5979 1.7837 -0.1594
4 C 0.5028 0.8204 -0.1439
5 C -0.1169 0.8543 1.2792
6 C -0.9153 -0.3704 1.6155
7 C -0.5173 0.9624 -1.2690
8 C -0.4875 -1.3393 2.4085
9 H -1.7518 -0.5363 0.9415
10 H -0.4022 0.6220 -3.2884
11 H -1.0713 -2.2301 2.6174
12 H 0.7824 -2.7837 -0.8456
13 H -0.4251 -0.7447 -2.3855
14 H 0.4914 -1.3326 2.8812
15 H 0.9261 -0.1755 -0.2919
16 H 1.2221 2.7161 -0.0435
17 H 0.6885 1.0600 1.9797
18 H -0.8043 1.9733 -1.5615
19 H 2.1843 1.7531 -0.9815
20 H -0.0913 -1.9564 0.1377
21 H -1.4568 0.5349 -0.8893
22 H -0.7677 1.7404 1.2570

As for the LUMO energy: 1.0446 eV. Its HOMO-LUMO gap is 9.881 eV. Its spin multiplicity is 1. The HOMO energy is -8.8361 eV.

---

three) Here is a cluster of 2 separate species, C5H14N2O in total from OMol25. Energies are from ωB97M-V with the def2-TZVPD basis set.

CARTESIAN COORDINATES (ANGSTROEM)
1 O -0.0217 0.9365 -3.3816
2 N -1.8577 -0.3569 1.6245
3 N 0.0092 -0.6305 3.2107
4 C 2.0560 0.7831 -2.2464
5 C -0.4828 -0.0383 1.9824
6 C -1.9825 -1.5355 0.7869
7 C 0.6011 0.4521 -2.1926
8 C 2.6555 1.5744 -1.3752
9 H 0.4744 -0.6332 -2.1329
10 H 0.0032 -1.6448 3.1732
11 H -0.6035 -0.3857 3.9814
12 H 2.1194 2.0207 -0.5452
13 H 3.7130 1.7917 -1.4298
14 H -1.4000 -1.4724 -0.1433
15 H -3.0244 -1.7192 0.5420
16 H -0.4148 1.0420 2.1093
17 H 2.6254 0.3563 -3.0643
18 H -1.6088 -2.4077 1.3217
19 H -2.2728 0.4453 1.1665
20 H -0.9723 0.8397 -3.2765
21 H 0.2206 -0.3300 1.1915
22 H 0.1637 0.9124 -1.3024

As for the LUMO energy: 0.6784 eV. Its HOMO-LUMO gap is 9.832 eV. Its spin multiplicity is 1. The HOMO energy is -9.1539 eV.

---

four) Here is a cluster of 2 separate species, C5H14N2O in total from OMol25. Energies are from ωB97M-V with the def2-TZVPD basis set.

CARTESIAN COORDINATES (ANGSTROEM)
1 O -0.4711 1.0770 2.7970
2 N 1.4096 1.5414 -0.9286
3 N -2.4967 -1.6418 -1.2895
4 C 0.8266 0.6503 -0.0027
5 C -1.4458 -2.3673 -0.5927
6 C -0.5712 -1.4431 0.2691
7 C 2.5252 2.3646 -0.4862
8 C 0.3384 -0.4925 -0.4922
9 H 0.5382 -0.8490 -1.4982
10 H 3.2269 1.7852 0.1297
11 H 0.0774 0.4575 3.3031
12 H -1.9026 -3.0263 0.1537
13 H -0.8887 -2.8974 -1.3594
14 H -2.8427 -0.8187 -0.8159
15 H 0.9959 0.9808 1.0073
16 H -1.2662 -0.9426 0.9358
17 H 3.0368 2.7909 -1.3463
18 H -0.9788 1.5247 3.4599
19 H 2.1496 3.1924 0.1266
20 H -2.6025 -1.5961 -2.2859
21 H 0.1392 -2.0937 0.7985
22 H 1.4685 1.2253 -1.8699

As for the LUMO energy: 0.6689 eV. Its HOMO-LUMO gap is 7.972 eV. Its spin multiplicity is 1. The HOMO energy is -7.3027 eV.

---

two) (0.0221 hartree below the next structure)